Entry 1:
{
  "formula": "C23H66N2O10",
  "method": "the ωB97M-V functional and the def2-TZVPD basis",
  "gap_ev": 9.4,
  "total_energy_ha": -1777.79022,
  "homo_energy_ev": -9.34,
  "fmax_ha_per_bohr": 0.0413,
  "de_lowest_kcal_mol": 0.0,
  "smiles": "NC(N)=O.CC(C)O.CC(C)O.CC(C)O.CC(C)O.CCO.CCO.CCO.CCO.CCO",
  "e_lumo_ev": 0.065,
  "elements": ["O", "O", "O", "O", "O", "O", "O", "O", "O", "O", "N", "N", "C", "C", "C", "C", "C", "C", "C", "C", "C", "C", "C", "C", "C", "C", "C", "C", "C", "C", "C", "C", "C", "C", "C", "H", "H", "H", "H", "H", "H", "H", "H", "H", "H", "H", "H", "H", "H", "H", "H", "H", "H", "H", "H", "H", "H", "H", "H", "H", "H", "H", "H", "H", "H", "H", "H", "H", "H", "H", "H", "H", "H", "H", "H", "H", "H", "H", "H", "H", "H", "H", "H", "H", "H", "H", "H", "H", "H", "H", "H", "H", "H", "H", "H", "H", "H", "H", "H", "H", "H"],
  "xyz": [[3.44, 2.04, -0.17], [-2.52, 2.40, 0.51], [-4.76, -3.04, -2.12], [4.69, -2.65, 3.07], [0.24, -5.90, 1.32], [-1.46, -2.10, 2.53], [1.46, -0.01, -0.11], [2.60, -2.06, -1.74], [1.03, 4.29, 3.69], [-3.75, -0.74, -3.45], [0.21, 1.79, 0.31], [-0.82, -0.25, 0.00], [3.78, 2.41, -1.51], [-5.75, -4.15, -0.32], [0.56, -2.57, -2.88], [-0.42, -1.62, 3.38], [-2.86, 3.22, -0.62], [1.99, -2.06, -3.04], [-3.51, -3.08, -0.04], [2.56, 2.92, -2.25], [0.60, -4.60, 1.80], [-4.87, -2.97, -0.71], [2.01, -0.63, -3.59], [4.86, 3.50, -1.44], [-1.10, -1.11, 4.67], [-2.64, 4.69, -0.24], [3.74, -1.59, 2.88], [-1.92, 0.78, -3.84], [0.33, 0.47, 0.04], [-4.29, 2.92, -1.06], [0.68, -3.66, 0.63], [-2.37, -0.51, -3.17], [3.24, 5.32, 3.61], [2.13, 4.59, 2.85], [4.07, -0.78, 1.65], [2.60, -2.69, -3.67], [-2.15, 2.98, -1.41], [1.05, -2.67, 0.88], [5.78, 3.20, -0.93], [-0.06, -1.90, -2.29], [-6.02, -4.15, 0.74], [-1.75, 4.87, 0.36], [-2.51, 1.62, -3.46], [-4.91, 3.25, -0.22], [3.40, 4.90, 4.61], [-3.07, 2.61, 1.28], [2.85, 3.20, -3.27], [2.57, 3.71, 2.37], [-3.52, 5.12, 0.23], [-5.30, -5.13, -0.49], [4.02, -1.42, 0.77], [5.06, 3.84, -2.45], [-6.65, -4.12, -0.93], [-2.42, 5.22, -1.17], [1.08, 2.26, 0.49], [-3.82, -1.03, -4.37], [3.68, -0.99, 3.79], [2.11, -1.47, -1.15], [1.59, -0.68, -4.60], [-0.06, -4.24, 2.60], [-2.09, -1.40, 2.35], [4.47, 4.34, -0.85], [2.98, -0.16, -3.73], [-1.77, -1.31, -3.61], [1.32, -4.00, -0.19], [-1.63, 0.34, 0.09], [-2.18, 0.72, -4.90], [-1.84, -1.80, 5.06], [1.54, -4.78, 2.34], [-4.50, -2.16, -2.44], [-4.53, 1.87, -1.21], [4.26, 1.57, -2.02], [5.09, -0.38, 1.68], [-0.34, -0.78, 5.38], [2.18, 3.84, -1.80], [1.78, 5.21, 2.02], [-0.20, -6.37, 2.04], [3.00, 6.37, 3.80], [3.47, 0.12, 1.54], [1.33, 3.74, 4.41], [-0.82, -1.23, 0.25], [0.18, -0.80, 2.98], [-0.34, -3.61, 0.24], [1.34, 0.00, -3.00], [-0.85, 0.96, -3.79], [4.15, 5.16, 3.03], [0.57, -3.59, -2.53], [-2.17, -0.57, -2.11], [4.35, -3.25, 3.74], [-5.42, -2.07, -0.40], [0.25, -2.58, -3.94], [-2.91, -3.90, -0.42], [0.29, -2.40, 3.65], [-2.96, -2.14, -0.15], [-3.60, -3.20, 1.05], [-1.68, -0.19, 4.52], [1.79, 2.15, -2.26], [2.76, -2.07, 2.72], [-4.53, 3.46, -1.97], [-0.70, 2.26, 0.33], [3.26, 1.09, -0.22]]
}



Entry 2:
{
  "formula": "C41H36F2LaN3O4S5Sb",
  "method": "the ωB97M-V functional and the def2-TZVPD basis",
  "gap_ev": [4.6, 5.3],
  "total_energy_ha": -4511.78907,
  "homo_energy_ev": [-1.28, -2.05],
  "fmax_ha_per_bohr": 0.0197,
  "de_lowest_kcal_mol": 12.7,
  "total_charge": -2,
  "spin_multiplicity": 2,
  "e_lumo_ev": [3.279, 3.279],
  "elements": ["La", "Sb", "S", "S", "S", "S", "S", "F", "F", "O", "O", "O", "O", "N", "N", "N", "C", "C", "C", "C", "C", "C", "C", "C", "C", "C", "C", "C", "C", "C", "C", "C", "C", "C", "C", "C", "C", "C", "C", "C", "C", "C", "C", "C", "C", "C", "C", "C", "C", "C", "C", "C", "C", "C", "C", "C", "C", "H", "H", "H", "H", "H", "H", "H", "H", "H", "H", "H", "H", "H", "H", "H", "H", "H", "H", "H", "H", "H", "H", "H", "H", "H", "H", "H", "H", "H", "H", "H", "H", "H", "H", "H", "H"],
  "xyz": [[0.02, -0.28, 0.35], [2.46, -2.95, 2.74], [0.05, 1.52, -3.38], [3.95, -1.22, 2.60], [3.21, -4.77, 1.55], [0.20, -2.50, 2.11], [3.91, 0.90, 0.32], [-0.29, -2.69, -1.63], [1.45, -1.59, -2.52], [-1.40, 2.66, 0.14], [-0.18, 1.07, -1.97], [2.52, 0.52, -0.11], [0.85, 0.92, 2.43], [-1.90, 0.73, 3.35], [-7.40, -2.48, -2.06], [-1.75, 1.06, 2.14], [-0.85, -0.56, -6.70], [-1.37, -1.74, -6.19], [-1.06, -0.15, 5.39], [-3.25, -0.12, -1.48], [5.20, -2.64, -1.09], [-6.38, -2.10, -1.70], [2.50, 2.26, -2.56], [-1.00, -0.95, -3.94], [-3.77, 3.09, -0.15], [-4.21, 1.35, 1.98], [1.84, 1.39, -3.61], [-5.10, -1.63, -1.26], [4.37, 2.20, -0.87], [-2.37, -0.43, 5.85], [-2.53, -0.71, -0.42], [-4.49, -0.55, -1.90], [1.34, -0.07, 5.83], [4.97, -0.39, -0.34], [-0.80, 0.34, 4.06], [7.15, -1.26, -0.81], [1.59, 0.41, 4.60], [0.01, -0.39, 6.27], [-0.40, 0.43, -5.84], [0.96, -2.12, -1.25], [3.95, 1.86, -2.30], [-5.07, 2.80, 0.26], [-1.45, -1.93, -4.82], [-2.92, 1.62, 1.57], [-0.24, -0.90, 7.56], [4.38, -1.59, -0.68], [6.57, -2.47, -1.16], [0.54, 0.56, 3.61], [-5.29, 1.93, 1.32], [-1.09, 3.71, -0.75], [-1.51, -1.16, 7.99], [-2.58, -0.92, 7.11], [-2.70, 2.48, 0.49], [-0.48, 0.22, -4.47], [6.34, -0.21, -0.39], [-3.21, -1.77, 0.22], [-4.45, -2.24, -0.18], [1.61, -2.99, -1.10], [-3.60, -1.13, 7.43], [4.74, -3.60, -1.30], [-0.01, 1.36, -6.23], [2.06, 1.69, -4.64], [-1.44, 3.49, -1.76], [-1.72, -2.51, -6.86], [-2.76, -2.27, 1.07], [4.06, 0.78, -2.44], [-4.93, -3.06, 0.33], [2.43, 3.33, -2.82], [-0.79, -0.41, -7.77], [1.95, 2.12, -1.63], [-3.20, -0.26, 5.18], [2.59, 0.61, 4.26], [0.61, -1.08, 8.21], [3.32, -1.72, -0.59], [-1.85, -2.85, -4.41], [-0.01, 3.80, -0.75], [-5.00, -0.07, -2.73], [-1.54, 4.65, -0.41], [3.88, 3.11, -0.51], [6.80, 0.72, -0.07], [2.07, 0.34, -3.46], [7.20, -3.30, -1.46], [-4.36, 0.66, 2.80], [5.44, 2.34, -0.76], [-3.61, 3.74, -0.99], [4.62, 2.34, -3.02], [-6.30, 1.69, 1.63], [-1.69, -1.56, 8.98], [2.16, -0.24, 6.52], [-1.04, -1.11, -2.88], [8.22, -1.13, -0.86], [-5.91, 3.24, -0.26], [-2.81, 0.73, -2.00]]
}